339
Properties=species:S:1:pos:R:3:lowdin_charge:R:1 method="wB97M-V/def2-TZVPD" charge=+8 max_force_ev_per_a=6.5 homo_ha=-0.750 gap_ev=7.7
C -1.3166 -2.2209 -4.8333 0.03
N -0.1414 -2.0378 -5.8312 -0.27
C -0.6310 -2.1546 -7.3078 0.04
C 0.3647 -0.6246 -5.5587 0.01
C 0.8456 -3.2743 -5.6187 -0.06
C 2.0357 -3.4484 -6.5394 -0.23
O 2.8590 -2.3625 -6.2734 -0.05
H -1.6571 -3.2494 -4.9533 0.08
H -2.1143 -1.5317 -5.1103 0.11
H -0.9848 -2.0672 -3.8065 0.09
H -1.2157 -1.2426 -7.4277 0.10
H -1.1554 -3.1024 -7.4291 0.09
H 0.1041 -2.0380 -8.1041 0.11
H 0.7720 -0.6993 -4.5505 0.09
H -0.5118 0.0222 -5.5976 0.09
H 1.2112 -0.5195 -6.2373 0.10
H 0.2500 -4.1856 -5.5639 0.12
H 1.2551 -3.2054 -4.6109 0.11
H 1.6528 -3.4756 -7.5596 0.11
H 2.4923 -4.4298 -6.4112 0.14
H 3.7051 -2.3476 -6.7268 0.12
C 2.9337 -6.2593 0.9173 0.02
N 1.6190 -7.0878 0.9526 -0.29
C 1.0618 -7.2380 -0.4288 -0.01
C 1.9913 -8.4543 1.6453 0.05
C 0.4689 -6.4368 1.7350 -0.10
C 0.0749 -5.0084 1.3571 -0.19
O 1.1232 -4.1138 1.7635 -0.08
H 2.8610 -5.4392 0.2031 0.09
H 3.7852 -6.7976 0.5011 0.10
H 3.1233 -5.9165 1.9345 0.10
H 0.7722 -6.3315 -0.9603 0.08
H 0.1138 -7.7735 -0.3763 0.11
H 1.7719 -7.8681 -0.9643 0.12
H 2.5324 -9.0752 0.9312 0.11
H 1.0732 -8.9514 1.9585 0.11
H 2.5886 -8.3704 2.5532 0.11
H 0.8566 -6.5591 2.7464 0.12
H -0.4305 -7.0513 1.6951 0.14
H -0.8122 -4.6858 1.9022 0.12
H -0.2559 -4.8361 0.3330 0.11
H 0.8028 -3.6223 2.5233 0.02
C -6.9310 -0.8252 0.2175 0.02
N -5.8581 -0.9020 1.3661 -0.25
C -4.6748 -0.0734 0.8155 0.02
C -6.4934 -0.3028 2.6345 0.04
C -5.5567 -2.4259 1.5211 -0.05
C -4.2238 -2.8565 2.2845 -0.17
O -3.9484 -1.9896 3.4069 -0.11
H -6.6155 -1.4647 -0.6068 0.09
H -7.1433 0.1748 -0.1608 0.10
H -7.8561 -1.3222 0.5095 0.11
H -3.8423 -0.0068 1.5160 0.09
H -4.9796 0.9497 0.5953 0.07
H -4.3741 -0.5265 -0.1292 0.08
H -7.5167 -0.6410 2.7976 0.12
H -6.5348 0.7844 2.5675 0.10
H -5.8274 -0.4958 3.4755 0.07
H -5.5814 -2.9017 0.5407 0.11
H -6.3928 -2.9347 2.0008 0.14
H -3.3927 -2.9140 1.5817 0.10
H -4.3662 -3.8460 2.7187 0.11
H -2.9902 -1.9537 3.3594 0.01
C 3.9664 0.8320 -5.1732 -0.03
C 4.9458 0.6864 -4.0191 -0.27
C 5.1985 2.0813 -3.4669 -0.20
O 6.0378 2.8336 -4.3629 -0.16
C 6.9027 3.6707 -3.5593 -0.07
N 4.5057 -0.3894 -3.0227 0.25
H 4.3292 -1.3154 -3.3853 0.11
H 5.1320 -0.4681 -2.2343 0.08
H 3.6137 -0.0431 -2.6994 0.10
H 3.6189 -0.1642 -5.4470 0.05
H 4.6351 1.2550 -5.9229 0.11
H 3.0636 1.4201 -5.0084 0.07
H 5.9091 0.3590 -4.4102 0.16
H 5.6417 1.9615 -2.4783 0.11
H 4.2560 2.6135 -3.3385 0.11
H 7.3473 3.2848 -2.6419 0.09
H 6.3527 4.5834 -3.3300 0.09
H 7.7349 3.8199 -4.2474 0.10
C -0.9063 4.7102 -7.6498 -0.01
C -0.5836 4.5803 -6.1033 -0.24
C -1.8743 5.0606 -5.2260 -0.12
O -1.8215 4.6286 -3.8576 -0.23
C -0.8485 5.3369 -3.0483 -0.05
N -0.3023 3.1380 -5.7969 0.22
H 0.1327 3.1953 -4.8872 0.10
H -1.0636 2.4753 -5.7595 0.15
H 0.3170 2.7962 -6.5178 0.16
H -1.8000 4.1146 -7.8361 0.08
H -0.1911 4.2580 -8.3369 0.09
H -1.2648 5.6986 -7.9373 0.11
H 0.3669 5.0209 -5.8026 0.15
H -2.7721 4.7818 -5.7777 0.11
H -1.7176 6.1390 -5.2502 0.13
H 0.1626 5.2973 -3.4535 0.08
H -0.7304 4.9500 -2.0362 0.07
H -1.3141 6.3202 -2.9800 0.10
C -2.5768 -3.8837 5.5095 -0.02
C -1.3225 -4.7037 5.6789 -0.28
C -0.4749 -4.1943 6.8847 -0.10
O 0.2489 -5.2421 7.5811 -0.17
C 1.4486 -5.6632 7.0866 -0.12
N -1.7259 -6.1676 5.8792 0.25
H -0.9076 -6.7229 6.0842 0.15
H -2.2696 -6.2035 6.7297 0.18
H -2.2665 -6.6496 5.1753 0.17
H -3.2103 -3.7450 6.3856 0.11
H -3.1714 -4.2284 4.6635 0.08
H -2.2431 -2.8535 5.3850 0.07
H -0.7389 -4.7747 4.7611 0.13
H -1.1779 -3.7606 7.5959 0.14
H 0.2728 -3.4451 6.6246 0.12
H 1.4098 -6.2659 6.1793 0.08
H 1.9962 -6.2083 7.8554 0.12
H 2.0825 -4.8111 6.8412 0.08
C -2.0513 -8.1188 -6.6384 -0.03
C -2.9010 -6.9441 -6.3246 -0.29
C -2.8984 -6.5919 -4.7976 -0.10
O -1.6740 -5.8562 -4.5423 -0.23
C -1.1137 -5.8482 -3.2627 -0.10
N -2.5450 -5.8087 -7.2952 0.24
H -1.5404 -5.8085 -7.3996 0.15
H -2.7684 -6.0731 -8.2440 0.18
H -2.9164 -4.8888 -7.1056 0.16
H -1.0665 -7.8125 -6.2857 0.09
H -2.0018 -8.3977 -7.6910 0.11
H -2.3463 -8.9714 -6.0268 0.12
H -3.8929 -7.1558 -6.7239 0.16
H -2.9878 -7.4707 -4.1590 0.14
H -3.8037 -6.0330 -4.5605 0.13
H -0.8578 -6.8541 -2.9300 0.09
H -1.8510 -5.4464 -2.5677 0.09
H -0.1821 -5.2869 -3.1906 0.07
C 1.7376 -0.6555 0.8151 -0.01
C 0.2652 -0.8591 0.4148 -0.24
C -0.5643 0.2942 0.8521 -0.22
O -0.4856 1.3707 -0.0444 -0.15
C -1.2643 2.3944 0.4448 -0.12
N 0.1102 -1.1280 -1.1221 0.27
H 0.3210 -0.3236 -1.6953 0.09
H 0.7485 -1.8890 -1.3050 0.09
H -0.8449 -1.3789 -1.3341 0.08
H 2.4483 -1.3506 0.3678 0.08
H 1.8824 -0.8405 1.8795 0.08
H 2.2270 0.2965 0.6095 0.07
H -0.1473 -1.7084 0.9595 0.13
H -0.2692 0.5067 1.8796 0.12
H -1.5895 -0.0758 0.8414 0.12
H -1.0878 3.3548 -0.0396 0.08
H -1.2197 2.6961 1.4913 0.09
H -2.2985 2.1382 0.2146 0.08
C 5.7262 -4.0022 0.0857 -0.10
C 6.3088 -4.2880 -1.3204 -0.18
C 6.1256 -5.7728 -1.8756 -0.10
N 6.6705 -6.0128 -3.2684 -0.21
C 5.4249 -6.0148 -4.2373 0.05
C 7.6538 -4.9932 -3.8909 -0.09
C 8.5671 -5.7662 -4.9150 -0.12
C 8.7043 -7.1159 -4.2424 -0.13
C 7.4253 -7.3335 -3.3885 -0.08
H 6.3692 -3.2704 0.5748 0.06
H 5.7397 -4.8658 0.7506 0.06
H 4.7202 -3.5879 0.1519 0.06
H 7.3248 -3.8934 -1.3324 0.11
H 5.8199 -3.6048 -2.0149 0.08
H 5.0946 -6.1266 -1.8742 0.10
H 6.4881 -6.4962 -1.1453 0.12
H 4.9675 -5.0318 -4.1254 0.07
H 4.7284 -6.7966 -3.9343 0.10
H 5.8320 -6.2548 -5.2195 0.10
H 7.1734 -4.0601 -4.1853 0.13
H 8.3261 -4.6603 -3.1002 0.13
H 7.9861 -5.8607 -5.8324 0.11
H 9.4958 -5.2455 -5.1481 0.14
H 8.6868 -7.8536 -5.0446 0.13
H 9.5898 -7.1621 -3.6084 0.13
H 6.8424 -8.1814 -3.7483 0.14
H 7.7734 -7.6168 -2.3952 0.12
C 0.9628 2.4687 4.2567 -0.06
C 1.7655 2.7116 2.9367 -0.18
C 2.3905 4.1406 2.6690 -0.07
N 3.2656 4.1784 1.3919 -0.22
C 4.3775 3.0956 1.4816 0.04
C 3.9971 5.5675 1.3618 -0.06
C 3.7811 6.0262 -0.1079 -0.11
C 3.3574 4.7494 -0.9769 -0.13
C 2.4680 4.0982 0.0225 -0.10
H 0.3533 3.2976 4.6167 0.07
H 1.5266 1.9571 5.0367 0.06
H 0.2570 1.6730 4.0186 0.04
H 1.2245 2.3058 2.0819 0.08
H 2.5616 1.9699 3.0022 0.08
H 3.0613 4.4396 3.4745 0.14
H 1.6448 4.8970 2.4240 0.12
H 5.1120 3.3586 0.7204 0.10
H 3.9839 2.0817 1.4099 0.07
H 4.7900 3.2653 2.4762 0.11
H 5.0299 5.5106 1.7058 0.14
H 3.4147 6.1764 2.0533 0.12
H 4.7268 6.4829 -0.3999 0.12
H 3.0459 6.8309 -0.1057 0.11
H 4.2881 4.1912 -1.0776 0.10
H 2.8987 4.9746 -1.9397 0.12
H 2.2653 3.0577 -0.2310 0.12
H 1.5671 4.6990 0.1479 0.13
C 8.8385 -1.8241 6.0081 -0.07
C 7.6125 -1.6094 5.1192 -0.22
C 6.3537 -2.2321 5.6660 -0.12
N 5.0738 -2.1433 4.7721 -0.21
C 5.4368 -2.9411 3.4757 0.03
C 3.9551 -2.7701 5.5772 -0.11
C 3.1106 -1.6022 6.0661 -0.15
C 3.9014 -0.3553 5.7641 -0.14
C 4.5795 -0.7152 4.4419 -0.07
H 8.7561 -1.2486 6.9301 0.09
H 9.8069 -1.5638 5.5809 0.09
H 8.9432 -2.8283 6.4188 0.09
H 7.8232 -2.1180 4.1785 0.11
H 7.3964 -0.5639 4.8996 0.11
H 6.0965 -1.6575 6.5558 0.13
H 6.4337 -3.2644 6.0066 0.14
H 5.9908 -3.8320 3.7716 0.11
H 5.9943 -2.2093 2.8911 0.08
H 4.6261 -3.3807 2.8946 0.08
H 3.3889 -3.3179 4.8239 0.12
H 4.4138 -3.2933 6.4162 0.13
H 2.2237 -1.6629 5.4353 0.08
H 2.7157 -1.8149 7.0595 0.13
H 3.2733 0.5326 5.6922 0.11
H 4.6979 -0.0833 6.4568 0.12
H 3.8291 -0.8063 3.6565 0.12
H 5.3937 -0.0501 4.1544 0.13
C -9.1734 4.5483 -2.3905 -0.06
C -8.0086 4.0598 -3.2470 -0.23
C -6.7250 3.7871 -2.4946 -0.11
N -5.5721 3.1339 -3.3734 -0.22
C -5.1756 4.0594 -4.5727 0.06
C -5.8634 1.6792 -3.7878 -0.07
C -4.4926 0.9650 -3.8928 -0.13
C -3.4953 1.8435 -3.0916 -0.12
C -4.3541 2.9856 -2.4736 -0.10
H -9.6698 3.7407 -1.8525 0.09
H -9.8887 5.0814 -3.0167 0.09
H -8.8637 5.2846 -1.6487 0.08
H -7.7852 4.8525 -3.9611 0.11
H -8.1920 3.1650 -3.8417 0.11
H -6.7196 3.1437 -1.6148 0.11
H -6.3763 4.7190 -2.0497 0.14
H -4.6331 3.3590 -5.2077 0.09
H -4.6494 4.8978 -4.1163 0.10
H -5.9761 4.4630 -5.1926 0.11
H -6.4705 1.7735 -4.6882 0.14
H -6.4509 1.2515 -2.9753 0.13
H -4.2447 0.9841 -4.9540 0.10
H -4.5874 -0.0903 -3.6367 0.11
H -2.7149 2.2724 -3.7202 0.08
H -3.1080 1.2419 -2.2693 0.10
H -3.8041 3.9240 -2.5447 0.11
H -4.7058 2.8020 -1.4584 0.11
C -1.6597 7.2001 0.3076 -0.09
C -3.1289 7.4663 0.6653 -0.22
C -3.2673 8.4076 1.8774 -0.10
N -4.6757 8.9753 2.1101 -0.22
C -5.6390 7.8168 2.2883 0.01
C -5.1651 9.9556 0.9579 -0.04
C -5.3132 11.3986 1.5397 -0.11
C -4.5361 11.2920 2.8359 -0.16
C -4.7166 9.8902 3.3840 -0.07
H -1.3605 6.6409 -0.5789 0.04
H -1.0684 6.8995 1.1725 0.07
H -1.2297 8.1883 0.1439 0.08
H -3.5555 6.4877 0.8854 0.09
H -3.6009 7.8948 -0.2188 0.11
H -2.6152 9.2290 1.5804 0.14
H -2.8807 7.9657 2.7957 0.11
H -6.6546 8.1824 2.4402 0.12
H -5.2482 7.1519 3.0586 0.09
H -5.5927 7.2790 1.3414 0.09
H -6.1436 9.6290 0.6058 0.13
H -4.4325 9.9157 0.1518 0.12
H -6.3489 11.6361 1.7825 0.13
H -5.0022 12.2142 0.8868 0.13
H -4.9788 11.9641 3.5711 0.13
H -3.4868 11.5871 2.8417 0.13
H -5.7073 9.7836 3.8259 0.13
H -4.1415 9.4146 4.1784 0.13
C -1.7667 6.2098 4.9280 -0.07
C -2.2386 5.1363 5.9195 -0.20
C -3.2270 4.1642 5.2378 -0.16
N -3.5898 2.9654 6.0599 -0.21
C -4.3400 3.4025 7.3551 0.05
C -4.5679 2.0350 5.2825 -0.07
C -4.0947 0.5850 5.5382 -0.14
C -3.0692 0.6345 6.6663 -0.13
C -2.4072 2.0198 6.4050 -0.06
H -2.5368 6.9653 4.7722 0.06
H -1.5161 5.8111 3.9451 0.06
H -0.8707 6.6470 5.3685 0.09
H -2.7465 5.4861 6.8183 0.11
H -1.4758 4.4693 6.3213 0.10
H -2.7816 3.7884 4.3167 0.11
H -4.1391 4.7134 5.0044 0.13
H -4.6988 2.5863 7.9821 0.11
H -5.2143 3.9577 7.0151 0.12
H -3.7070 3.9690 8.0381 0.11
H -5.5967 2.2052 5.5999 0.13
H -4.6529 2.3474 4.2417 0.10
H -4.9373 -0.0868 5.7020 0.12
H -3.5650 0.2230 4.6570 0.09
H -3.5213 0.6162 7.6579 0.11
H -2.3268 -0.1601 6.7404 0.10
H -1.9025 2.5034 7.2413 0.13
H -1.7570 1.9625 5.5321 0.12
N 1.0456 1.7767 -2.8708 -0.62
O -0.1017 1.3921 -3.1048 -0.04
O 1.3113 2.9255 -3.0917 0.00
O 1.9087 0.9673 -2.5788 -0.02
N 5.5640 -0.2556 0.0345 -0.64
O 4.8603 0.6236 -0.4089 -0.04
O 5.4898 -0.5810 1.1750 0.00
O 6.3461 -0.8748 -0.7295 -0.03
N -4.7965 3.8137 1.8838 -0.65
O -5.6532 3.6074 0.9837 -0.06
O -3.9473 2.9833 2.1279 -0.06
O -4.7096 4.8461 2.4758 -0.01
N 2.5597 -3.9042 -2.7178 -0.68
O 3.4790 -3.2365 -3.1568 -0.03
O 1.7531 -3.3739 -2.0510 -0.01
O 2.4962 -5.1125 -2.9352 -0.02
N -0.4853 -1.5699 4.1183 -0.59
O -1.3226 -1.3900 3.2345 -0.04
O 0.2765 -2.5022 3.9247 -0.04
O -0.4627 -0.9278 5.1629 0.02
N -3.1360 -2.6634 -1.6231 -0.65
O -4.2877 -2.9803 -1.8319 0.00
O -2.6203 -1.5620 -1.8975 -0.09
O -2.5166 -3.4641 -0.9702 -0.04